{
  "formula": "C18H35Br2N4O3",
  "method": "the ωB97M-V functional and the def2-TZVPD basis",
  "mol_weight_g_mol": 515.3,
  "total_energy_ha": -6299.3538,
  "total_charge": 1,
  "homo_ev": -11.6,
  "species": ["C", "C", "C", "O", "C", "C", "C", "C", "O", "C", "C", "C", "C", "N", "N", "C", "N", "C", "C", "C", "O", "C", "N", "H", "H", "H", "H", "H", "H", "H", "H", "H", "H", "H", "H", "H", "H", "H", "H", "H", "H", "H", "H", "H", "H", "H", "H", "H", "H", "H", "H", "H", "H", "H", "Br", "C", "C", "Br", "H", "H", "H", "H"],
  "positions_angstrom": [[-1.52, 3.02, -3.58], [-0.12, 2.46, -3.74], [0.52, 2.07, -2.42], [-0.29, 1.07, -1.79], [-0.45, 1.23, -0.41], [-1.11, -0.04, 0.09], [-2.36, -0.38, -0.36], [-3.07, 0.47, -1.40], [-2.82, 0.01, -2.71], [-3.88, -0.66, -3.40], [-3.76, -0.32, -4.88], [-2.97, -1.54, 0.17], [-4.35, -2.02, -0.20], [-2.36, -2.29, 1.06], [-1.14, -1.96, 1.45], [-0.57, -2.95, 2.41], [0.32, -3.90, 1.81], [-0.46, -0.88, 1.02], [0.90, -0.65, 1.59], [0.88, 0.11, 2.95], [1.03, 1.49, 2.67], [2.00, -0.40, 3.89], [2.81, 0.68, 4.41], [-1.57, 3.72, -2.74], [-2.25, 2.22, -3.42], [-1.83, 3.57, -4.47], [0.54, 3.20, -4.21], [-0.13, 1.58, -4.40], [1.53, 1.67, -2.57], [0.60, 2.95, -1.77], [-1.10, 2.08, -0.16], [0.50, 1.42, 0.09], [-4.14, 0.50, -1.19], [-2.69, 1.50, -1.34], [-4.85, -0.33, -3.00], [-3.79, -1.74, -3.25], [-4.70, -0.55, -5.38], [-2.97, -0.90, -5.36], [-3.55, 0.74, -5.00], [-4.67, -2.76, 0.54], [-4.33, -2.49, -1.18], [-5.07, -1.21, -0.22], [-1.46, -3.43, 2.83], [-0.08, -2.39, 3.21], [0.23, -3.98, 0.81], [1.28, -3.77, 2.07], [1.43, -1.60, 1.68], [1.48, -0.04, 0.90], [-0.10, -0.04, 3.43], [0.20, 1.96, 2.83], [1.53, -0.91, 4.74], [2.58, -1.17, 3.34], [3.39, 1.07, 3.68], [3.43, 0.31, 5.12], [5.61, -1.31, 2.70], [6.68, -0.14, 1.57], [6.96, 1.19, 2.23], [5.37, 2.29, 2.33], [6.12, -0.02, 0.65], [7.60, -0.67, 1.37], [7.68, 1.75, 1.65], [7.32, 1.07, 3.25]]
}

***

{
  "formula": "C18H35ClFNbO9P",
  "method": "the ωB97M-V functional and the def2-TZVPD basis",
  "mol_weight_g_mol": 573.8,
  "total_energy_ha": -2342.2124,
  "total_charge": -1,
  "homo_ev": -4.4,
  "species": ["C", "C", "Cl", "C", "Nb", "C", "C", "C", "O", "O", "C", "C", "O", "F", "P", "C", "C", "H", "H", "H", "H", "H", "H", "H", "H", "H", "H", "H", "H", "H", "H", "H", "H", "H", "H", "H", "H", "H", "H", "H", "C", "C", "C", "O", "C", "O", "O", "H", "H", "H", "H", "H", "H", "C", "C", "C", "O", "C", "O", "O", "H", "H", "H", "H", "H", "H"],
  "positions_angstrom": [[3.66, 0.91, 0.76], [3.10, 1.59, -0.50], [3.65, 3.37, -0.42], [1.58, 1.55, -0.59], [0.73, -0.24, -1.78], [1.82, 0.45, -3.67], [-0.21, -1.91, -3.04], [-1.03, 1.07, -2.45], [-1.82, 1.51, -1.35], [-3.03, 2.02, -1.88], [-0.39, -0.85, 0.11], [-1.68, -1.58, -0.11], [-2.06, -2.44, 0.58], [-2.49, -1.21, -1.13], [2.72, -1.77, -1.33], [3.38, -2.60, -2.86], [2.45, -3.02, 0.03], [4.42, 0.20, 0.42], [2.90, 0.30, 1.25], [4.14, 1.61, 1.43], [3.57, 1.20, -1.40], [1.21, 1.48, 0.44], [1.21, 2.46, -1.06], [2.90, 0.34, -3.54], [1.61, 1.51, -3.86], [1.54, -0.15, -4.55], [-1.24, -1.67, -3.34], [-0.21, -2.87, -2.51], [0.33, -2.06, -3.98], [-0.59, 1.96, -2.92], [-1.62, 0.57, -3.22], [-3.59, 1.25, -2.07], [0.18, -1.41, 0.85], [-0.69, 0.08, 0.59], [2.68, -2.59, -3.69], [4.25, -2.03, -3.18], [3.76, -3.60, -2.65], [2.93, -2.62, 0.92], [1.42, -3.29, 0.20], [3.02, -3.92, -0.23], [-4.96, 3.81, -0.48], [-5.58, 5.18, -0.58], [-5.73, 5.90, 0.74], [-6.82, 6.79, 0.46], [-7.59, 6.19, -0.49], [-8.67, 6.57, -0.82], [-6.95, 5.12, -1.02], [-5.09, 3.26, -1.41], [-3.89, 3.87, -0.27], [-5.43, 3.22, 0.31], [-5.03, 5.79, -1.30], [-4.84, 6.45, 1.03], [-6.03, 5.23, 1.55], [1.76, -5.37, 4.95], [2.47, -4.32, 4.15], [3.45, -3.48, 4.93], [3.48, -2.27, 4.16], [2.27, -2.16, 3.54], [1.89, -1.20, 2.97], [1.56, -3.32, 3.67], [0.91, -5.78, 4.39], [2.44, -6.19, 5.20], [1.36, -4.96, 5.88], [2.95, -4.77, 3.27], [4.44, -3.92, 4.99], [3.09, -3.23, 5.93]]
}

***

{
  "formula": "C18H35ClO8S",
  "method": "the ωB97M-V functional and the def2-TZVPD basis",
  "mol_weight_g_mol": 447.0,
  "total_energy_ha": -2167.0514,
  "homo_ev": -8.8,
  "species": ["C", "C", "C", "O", "C", "Cl", "C", "S", "O", "C", "H", "H", "H", "H", "H", "H", "H", "H", "H", "H", "H", "O", "C", "O", "C", "C", "C", "H", "H", "H", "H", "H", "H", "H", "H", "O", "C", "O", "C", "C", "C", "H", "H", "H", "H", "H", "H", "H", "H", "O", "C", "O", "C", "C", "C", "H", "H", "H", "H", "H", "H", "H", "H"],
  "positions_angstrom": [[-3.07, -1.58, -1.53], [-4.09, -0.79, -1.17], [-4.19, -0.25, 0.24], [-3.90, 1.15, 0.22], [-2.58, 1.45, -0.04], [-2.57, 2.91, -1.10], [-1.75, 1.82, 1.21], [-2.07, 0.66, 2.59], [-0.39, 1.95, 0.90], [0.29, 0.75, 0.54], [-2.45, -1.39, -2.41], [-2.79, -2.42, -0.90], [-4.86, -0.51, -1.89], [-3.54, -0.81, 0.90], [-5.20, -0.33, 0.64], [-2.08, 0.69, -0.64], [-2.07, 2.80, 1.54], [-1.78, 1.51, 3.58], [1.02, 0.48, 1.31], [0.82, 0.93, -0.39], [-0.38, -0.10, 0.39], [-1.24, -3.59, -0.02], [-1.63, -4.56, 0.58], [-1.94, -5.67, -0.12], [-2.23, -6.92, 0.51], [-3.69, -7.03, 0.91], [-1.84, -4.53, 2.08], [-1.56, -7.10, 1.34], [-2.00, -7.67, -0.25], [-3.95, -6.28, 1.66], [-3.89, -8.02, 1.32], [-4.33, -6.87, 0.04], [-2.83, -4.11, 2.27], [-1.09, -3.86, 2.51], [-1.76, -5.49, 2.56], [4.15, 0.27, 3.51], [3.94, 1.39, 3.12], [3.49, 1.56, 1.86], [3.04, 2.83, 1.35], [4.16, 3.68, 0.82], [4.24, 2.60, 3.97], [2.44, 3.34, 2.11], [2.36, 2.57, 0.54], [4.88, 3.96, 1.60], [3.75, 4.59, 0.39], [4.71, 3.15, 0.05], [5.29, 2.85, 3.86], [4.05, 2.33, 5.01], [3.64, 3.48, 3.73], [2.86, 4.27, -1.77], [2.42, 3.61, -2.68], [1.69, 2.52, -2.37], [0.94, 1.78, -3.35], [1.79, 0.75, -4.07], [2.72, 3.92, -4.12], [0.44, 2.46, -4.04], [0.16, 1.29, -2.77], [2.59, 1.22, -4.64], [1.17, 0.17, -4.75], [2.25, 0.08, -3.35], [3.68, 3.47, -4.38], [2.81, 5.00, -4.22], [1.97, 3.58, -4.82]]
}

***

{
  "formula": "C18H35N4O4P",
  "method": "the ωB97M-V functional and the def2-TZVPD basis",
  "spin_multiplicity": 2,
  "mol_weight_g_mol": 402.5,
  "total_energy_ha": -1567.8209,
  "total_charge": 1,
  "homo_ev": [-11.2, -11.8],
  "de_lowest_kcal_mol": 77.0,
  "species": ["C", "C", "C", "C", "N", "C", "N", "C", "C", "C", "P", "O", "O", "O", "N", "C", "H", "H", "H", "H", "H", "H", "H", "H", "H", "H", "H", "H", "H", "H", "H", "H", "H", "C", "C", "C", "C", "C", "C", "N", "O", "C", "C", "C", "H", "H", "H", "H", "H", "H", "H", "H", "H", "H", "H", "H", "H", "H", "H", "H", "H", "H"],
  "positions_angstrom": [[5.44, -0.71, -2.29], [4.26, -0.44, -2.53], [2.71, -0.33, -2.77], [2.32, -0.37, -4.31], [0.82, -0.39, -4.43], [0.24, -1.32, -3.54], [-1.13, -1.36, -3.35], [-1.75, -0.21, -2.63], [-3.36, -0.18, -2.74], [-3.80, 1.16, -1.94], [-1.97, -2.77, -3.96], [-2.87, -2.45, -5.10], [-0.81, -3.87, -4.56], [-2.74, -3.59, -2.69], [1.03, -2.29, -2.79], [2.00, -1.51, -1.94], [6.34, -1.17, -1.80], [2.30, 0.64, -2.33], [2.81, -1.23, -4.87], [2.65, 0.60, -4.82], [0.47, 0.57, -4.27], [-1.51, -0.28, -1.51], [-1.41, 0.80, -3.03], [-3.63, -0.08, -3.83], [-3.82, -1.10, -2.25], [-3.31, 2.04, -2.48], [-3.33, 1.10, -0.91], [-4.92, 1.30, -1.92], [-0.44, -4.27, -3.74], [-1.99, -3.96, -2.17], [0.36, -2.71, -2.12], [2.85, -2.21, -1.64], [1.54, -1.11, -0.99], [-0.42, 2.91, 4.29], [-0.13, 2.30, 2.90], [-1.34, 1.48, 2.41], [-1.49, 0.14, 3.11], [-0.19, -0.66, 3.05], [1.02, 0.13, 3.57], [1.13, 1.49, 2.95], [1.56, 1.35, 1.69], [0.94, 0.25, 5.11], [2.29, -0.71, 3.33], [0.01, 3.54, 1.98], [0.50, 3.07, 4.86], [-0.91, 3.88, 4.22], [-1.09, 2.29, 4.89], [-1.26, 1.30, 1.33], [-2.26, 2.06, 2.55], [-1.81, 0.28, 4.15], [-2.29, -0.44, 2.63], [-0.31, -1.58, 3.62], [-0.02, -0.96, 2.01], [1.74, 0.88, 5.50], [1.04, -0.73, 5.57], [-0.01, 0.64, 5.47], [2.43, -0.98, 2.28], [2.24, -1.65, 3.89], [3.19, -0.18, 3.67], [0.86, 4.16, 2.27], [-0.89, 4.16, 2.03], [0.13, 3.27, 0.92]]
}

***

{
  "formula": "C18H35NO11S",
  "method": "the ωB97M-V functional and the def2-TZVPD basis",
  "mol_weight_g_mol": 473.5,
  "total_energy_ha": -1987.2781,
  "homo_ev": -7.9,
  "species": ["C", "C", "C", "C", "C", "C", "C", "C", "C", "C", "S", "C", "C", "C", "C", "C", "C", "N", "C", "C", "H", "H", "H", "H", "H", "H", "H", "H", "H", "H", "H", "H", "H", "O", "H", "H", "O", "H", "H", "O", "H", "H", "O", "H", "H", "O", "H", "H", "O", "H", "H", "O", "H", "H", "O", "H", "H", "O", "H", "H", "O", "H", "H", "O", "H", "H"],
  "positions_angstrom": [[4.07, -4.34, -0.68], [4.71, -3.14, -1.43], [4.20, -1.69, -1.20], [3.05, -1.53, -0.20], [2.37, -0.15, 0.10], [3.01, 0.94, 0.84], [2.20, 2.19, 1.04], [0.81, 2.32, 0.56], [0.15, 1.20, -0.20], [0.98, 0.00, -0.41], [0.17, -1.36, -1.34], [-1.54, -1.25, -0.67], [-2.33, -2.46, -0.40], [-3.68, -2.35, 0.18], [-4.19, -0.98, 0.46], [-3.38, 0.23, 0.18], [-2.01, 0.14, -0.40], [-1.20, 1.30, -0.69], [2.42, -2.74, 0.57], [2.93, -4.15, 0.35], [4.40, -5.39, -0.87], [5.51, -3.36, -2.17], [4.61, -0.81, -1.75], [4.06, 0.84, 1.21], [2.73, 3.02, 1.59], [0.27, 3.29, 0.75], [-1.84, -3.44, -0.62], [-4.24, -3.29, 0.39], [-5.22, -0.92, 0.88], [-3.82, 1.23, 0.40], [-1.66, 2.17, -0.41], [1.58, -2.55, 1.28], [2.42, -4.98, 0.89], [-0.60, 5.53, 1.33], [-0.44, 5.68, 0.39], [-0.64, 6.41, 1.71], [5.52, -2.58, 1.67], [4.58, -2.52, 1.56], [5.77, -3.18, 0.96], [-6.62, -3.10, 1.76], [-7.07, -3.15, 0.91], [-5.76, -2.73, 1.54], [-9.39, -2.46, 0.39], [-9.64, -1.72, 0.95], [-9.94, -3.18, 0.69], [-0.01, -4.50, -3.06], [0.15, -4.34, -4.00], [-0.03, -3.61, -2.67], [-1.06, 5.07, -1.49], [-1.04, 5.34, -2.41], [-1.42, 4.18, -1.51], [7.39, -2.11, -1.11], [8.09, -1.45, -1.21], [7.19, -2.11, -0.17], [-8.51, -2.04, -2.56], [-7.79, -1.41, -2.65], [-8.72, -2.02, -1.61], [3.00, 3.74, -1.82], [2.90, 2.99, -1.23], [3.44, 4.40, -1.28], [3.83, 4.74, 1.03], [4.52, 5.41, 0.95], [3.61, 4.75, 1.97], [-0.67, 7.34, 3.96], [-0.96, 8.07, 4.51], [-1.21, 6.60, 4.26]]
}

***

{
  "formula": "C18H35O6P",
  "method": "the ωB97M-V functional and the def2-TZVPD basis",
  "mol_weight_g_mol": 378.4,
  "total_energy_ha": -1499.5004,
  "homo_ev": -7.9,
  "species": ["C", "C", "O", "C", "O", "O", "P", "C", "C", "C", "H", "H", "H", "H", "H", "H", "H", "H", "H", "H", "H", "C", "C", "C", "O", "C", "H", "H", "H", "H", "H", "H", "H", "H", "C", "C", "C", "O", "C", "H", "H", "H", "H", "H", "H", "H", "H", "C", "C", "C", "O", "C", "H", "H", "H", "H", "H", "H", "H", "H"],
  "positions_angstrom": [[-5.26, 3.02, -0.02], [-4.98, 2.02, -0.90], [-3.91, 1.16, -0.78], [-3.64, 0.72, 0.47], [-4.45, 0.41, 1.31], [-2.31, 0.55, 0.63], [-1.67, 1.57, 1.84], [-2.05, 0.81, 3.48], [0.15, 1.31, 1.67], [0.59, 0.89, 0.26], [-4.59, 3.83, 0.18], [-6.24, 3.00, 0.43], [-5.54, 1.90, -1.82], [-2.42, -0.20, 3.40], [-2.72, 1.48, 4.00], [-1.11, 0.77, 4.04], [0.45, 0.52, 2.35], [0.68, 2.20, 2.01], [-0.02, 0.07, -0.09], [1.61, 0.52, 0.35], [0.60, 1.73, -0.42], [1.24, -4.12, 2.63], [0.54, -3.75, 3.94], [0.74, -2.24, 3.97], [0.78, -1.80, 2.61], [0.90, -2.94, 1.74], [0.91, -5.07, 2.21], [2.32, -4.18, 2.79], [-0.52, -3.98, 3.87], [0.94, -4.25, 4.81], [1.70, -1.98, 4.45], [-0.06, -1.72, 4.50], [-0.06, -3.08, 1.24], [1.66, -2.74, 0.99], [0.85, 6.01, -2.77], [2.20, 5.34, -2.58], [2.19, 5.05, -1.08], [0.82, 4.85, -0.71], [-0.02, 5.25, -1.79], [0.48, 5.97, -3.80], [0.92, 7.06, -2.48], [2.24, 4.40, -3.13], [3.05, 5.94, -2.88], [2.57, 5.91, -0.51], [2.77, 4.17, -0.81], [-0.44, 4.35, -2.26], [-0.85, 5.85, -1.40], [1.11, -4.26, -3.77], [2.15, -5.12, -3.06], [2.36, -4.33, -1.77], [1.12, -3.69, -1.48], [0.25, -3.79, -2.61], [0.54, -4.80, -4.53], [1.59, -3.41, -4.26], [1.74, -6.10, -2.84], [3.07, -5.25, -3.63], [3.13, -3.56, -1.90], [2.65, -4.97, -0.93], [-0.54, -4.51, -2.38], [-0.21, -2.82, -2.79]]
}

***

{
  "formula": "C18H36Br18",
  "method": "the ωB97M-V functional and the def2-TZVPD basis",
  "mol_weight_g_mol": 1690.8,
  "total_energy_ha": -47039.7359,
  "homo_ev": -9.9,
  "de_lowest_kcal_mol": 6.7,
  "species": ["Br", "C", "C", "Br", "H", "H", "H", "H", "Br", "C", "C", "Br", "H", "H", "H", "H", "Br", "C", "C", "Br", "H", "H", "H", "H", "Br", "C", "C", "Br", "H", "H", "H", "H", "Br", "C", "C", "Br", "H", "H", "H", "H", "Br", "C", "C", "Br", "H", "H", "H", "H", "Br", "C", "C", "Br", "H", "H", "H", "H", "Br", "C", "C", "Br", "H", "H", "H", "H", "Br", "C", "C", "Br", "H", "H", "H", "H"],
  "positions_angstrom": [[-25.95, 1.46, 4.87], [-27.58, 0.99, 5.83], [-28.30, 2.17, 6.40], [-27.39, 2.86, 7.98], [-27.25, 0.34, 6.64], [-28.17, 0.42, 5.12], [-29.29, 1.87, 6.73], [-28.40, 3.03, 5.74], [-27.99, 6.65, 14.11], [-29.59, 7.77, 13.91], [-29.17, 9.14, 13.39], [-30.80, 10.17, 13.13], [-29.97, 7.82, 14.92], [-30.26, 7.29, 13.20], [-28.64, 9.05, 12.44], [-28.62, 9.70, 14.13], [-23.08, 2.08, 11.24], [-24.08, 3.22, 10.07], [-25.46, 3.54, 10.64], [-25.31, 4.87, 12.04], [-24.20, 2.73, 9.10], [-23.52, 4.14, 9.92], [-25.97, 2.62, 10.92], [-26.01, 4.04, 9.84], [-30.00, 9.64, 9.68], [-31.44, 10.89, 9.39], [-32.30, 10.56, 8.20], [-31.65, 11.38, 6.56], [-31.00, 11.89, 9.33], [-32.01, 10.88, 10.32], [-33.24, 11.08, 8.32], [-32.45, 9.51, 8.02], [-31.32, 7.62, 6.31], [-31.96, 6.04, 7.22], [-33.20, 5.49, 6.55], [-33.55, 3.73, 7.25], [-32.17, 6.32, 8.25], [-31.14, 5.33, 7.21], [-33.08, 5.39, 5.47], [-34.07, 6.11, 6.76], [-29.56, -0.10, 9.96], [-30.44, 1.62, 9.94], [-31.50, 1.74, 10.99], [-32.94, 0.48, 10.76], [-30.85, 1.77, 8.94], [-29.69, 2.40, 10.06], [-31.93, 2.73, 10.97], [-31.08, 1.56, 11.98], [-30.49, 5.60, 10.26], [-28.58, 5.44, 10.48], [-27.82, 6.55, 9.81], [-28.01, 6.68, 7.89], [-28.28, 4.46, 10.10], [-28.36, 5.49, 11.54], [-26.76, 6.56, 10.06], [-28.21, 7.51, 10.15], [-24.17, 5.40, 7.06], [-25.30, 5.05, 5.53], [-25.74, 6.35, 4.91], [-26.91, 5.91, 3.42], [-26.13, 4.50, 5.95], [-24.81, 4.40, 4.81], [-24.91, 6.95, 4.53], [-26.32, 6.95, 5.60], [-24.12, 10.40, 8.34], [-25.63, 9.66, 7.40], [-27.01, 10.05, 7.96], [-27.25, 11.96, 7.80], [-25.54, 8.58, 7.41], [-25.52, 9.98, 6.37], [-27.08, 9.77, 9.00], [-27.63, 9.44, 7.32]]
}